(1)
Below is the molecule C4H8FN3, with properties calculated with ωB97M-V/def2-TZVPD.

Values from the calculation:
2S+1   1
Net charge   0
Lowest unoccupied orbital energy   0.87 eV
Orbital gap   9.8 eV

CARTESIAN COORDINATES (ANGSTROEM)
N: -0.9532 1.2783 -0.1425
H: -1.2305 -1.8066 -1.1888
H: -0.1353 2.9838 0.1045
H: -2.6536 -1.0743 -0.0496
C: 1.4860 -0.7656 0.6336
H: 0.1475 1.7836 1.3436
H: -2.3785 -0.3323 -1.6893
C: -0.8340 -0.0031 0.0614
H: -0.5591 -1.6368 1.1294
H: 1.4193 0.6327 -0.9756
N: 0.2140 1.9787 0.2737
C: 1.9708 -0.0866 -0.4230
F: 3.3566 0.0730 -0.5530
N: 0.0191 -0.7012 0.9762
C: -1.8175 -0.8847 -0.7774
H: 1.9481 -1.4390 1.2766



(2)
Below is the molecule C4H8FN3, with properties calculated with ωB97M-V/def2-TZVPD.

Values from the calculation:
2S+1   1
Net charge   0
Lowest unoccupied orbital energy   0.85 eV
Orbital gap   10.3 eV

CARTESIAN COORDINATES (ANGSTROEM)
F: -0.5807 -0.3217 -2.9572
C: 0.1403 -0.4144 -1.8018
H: -1.0554 1.1196 -0.6708
H: -0.6680 1.6375 1.6751
C: -0.2159 0.4316 -0.6226
N: 0.8301 -1.0945 0.9936
C: 0.0319 -0.1395 0.7317
H: 1.0599 1.5291 -2.1232
C: 1.0383 0.6852 -1.4081
H: 0.4013 -1.4518 -1.5411
N: -0.5826 0.2027 3.0646
H: 2.0074 0.5158 -0.9342
H: -0.8895 -0.7791 3.0869
H: 0.9621 -1.1557 2.0031
H: 0.3891 0.2559 3.4118
N: -0.6687 0.5842 1.7006



(3)
Below is a structure of composition C4H8FN3, with properties calculated with ωB97M-V/def2-TZVPD.

Values from the calculation:
2S+1   1
Net charge   0
Lowest unoccupied orbital energy   0.76 eV
Orbital gap   10.2 eV

CARTESIAN COORDINATES (ANGSTROEM)
F: -2.3425 -0.2367 -1.2690
C: -0.5658 -1.0680 0.4362
H: -0.3330 0.8566 1.2830
N: 0.1674 -0.3071 -0.5197
H: -2.3070 1.9626 -0.0779
C: -2.1773 0.6323 -0.0527
C: -0.7422 0.2783 0.3355
C: 1.4330 0.2251 -0.5351
H: 3.3575 -0.3210 -0.0196
N: 1.8948 1.4048 -0.4360
H: 0.1425 -1.3838 1.2573
H: 1.1401 1.9115 0.0834
H: -1.3441 -1.7310 0.1500
N: 2.3167 -0.8289 -0.4196
H: -2.9885 0.1924 0.9660
H: 2.3485 -1.5871 -1.1819



The structure with the most favorable energy is (2); the runner-up is 154.7 kJ/mol above it.